ORCA calculation (ωB97M-V/def2-TZVPD) on a structure of composition C11H29AgF3O7.

Last column: natural (NBO) charge in e.
CARTESIAN COORDINATES (ANGSTROEM)
Ag 0.377301 0.439058 -0.326099  1.114
C -0.531830 -2.358601 1.382317  0.292
O 0.280841 -2.425005 2.520713  -0.550
O 0.410608 -1.800482 0.466092  -0.909
C -1.265566 -3.718097 1.197356  0.936
F -0.488484 -4.685266 1.576156  -0.312
F -2.344247 -3.807459 1.941843  -0.320
F -1.620018 -4.021415 -0.109042  -0.346
C 0.553994 -1.256864 3.357866  -0.061
C -0.465143 -0.851997 4.390413  -0.640
H -0.704566 -1.618820 5.127123  0.218
H -0.018666 0.005207 4.894346  0.201
H -1.457001 -0.664744 3.979012  0.207
H 0.927280 -0.487324 2.682174  0.175
H 1.450781 -1.416212 3.956602  0.173
H -1.343630 -1.661966 1.591472  0.123
C -2.782344 -1.481966 -1.937560  -0.628
C -1.948908 -0.264813 -2.443466  0.064
C -2.640810 0.378749 -3.668522  -0.625
O -1.641866 0.639208 -1.401112  -0.617
H -3.833234 -1.192964 -1.922976  0.192
H -2.388088 -1.839500 -0.986337  0.231
H -2.661651 -2.303050 -2.644212  0.201
H -1.054050 -0.765862 -2.812627  0.178
H -1.931847 1.117432 -4.042450  0.197
H -3.564855 0.875798 -3.373256  0.209
H -2.727633 -0.334601 -4.488088  0.215
C 3.517300 0.963262 1.360064  -0.247
O 2.500002 0.286233 0.697165  -0.747
H 3.074902 1.447756 2.230495  0.170
H 4.175436 0.172820 1.720846  0.167
H 4.170353 1.585914 0.748572  0.175
H 2.826756 -0.593108 0.901097  0.506
C 1.707333 0.038399 -3.520617  -0.247
O 1.584990 -0.474820 -2.236442  -0.740
H 2.430204 0.827878 -3.315062  0.150
H 2.201571 -0.631989 -4.223767  0.175
H 0.809042 0.521472 -3.905096  0.194
H 2.408903 -0.907340 -2.000443  0.485
C 1.874574 3.178904 -1.393033  -0.249
O 0.663838 2.722465 -0.873700  -0.736
H 2.400740 3.791840 -0.661210  0.169
H 2.518204 2.394260 -1.790738  0.177
H 1.666794 3.861283 -2.217227  0.170
H 0.026715 3.295254 -1.306813  0.494
C -1.515172 2.288634 1.706954  -0.258
O -0.272705 1.595053 1.646058  -0.754
H -1.385071 3.340431 1.961697  0.167
H -2.016718 2.204550 0.742864  0.208
H -2.201115 1.792580 2.393618  0.174
H 0.246758 1.799821 2.426980  0.478

Force components x, y, z for each atom (eV/Å):
Ag -1.3 -1.5 -0.3
C 2.3 3.8 -0.8
O 0.0 -1.2 3.5
O -2.4 -0.7 -0.9
C 1.4 0.2 -1.8
F 1.4 -1.8 0.4
F -1.3 0.5 0.4
F 0.1 0.8 1.1
C 0.3 -1.1 -1.3
C -0.8 -0.2 -0.5
H 0.7 -0.2 0.1
H -0.5 0.2 0.2
H 0.1 0.7 -0.2
H -0.8 0.5 -0.1
H 0.2 -1.1 -0.2
H -0.5 0.4 -0.2
C 0.4 0.7 -0.4
C -0.7 -1.4 0.7
C 1.4 0.5 0.7
O 0.3 -0.2 -0.7
H -0.1 -0.2 0.4
H -0.3 0.2 0.0
H -0.1 -0.1 -0.1
H 0.7 0.4 0.0
H -0.2 0.4 -0.1
H -0.1 -0.2 -0.3
H -0.5 -0.2 0.3
C 1.1 0.2 1.2
O 0.4 -0.7 -0.7
H 0.4 0.6 0.0
H 0.5 0.3 0.5
H -0.5 0.4 -0.2
H -1.6 -0.9 -0.8
C 1.8 1.6 -0.1
O -1.0 -1.4 0.7
H 0.2 0.7 -1.2
H -0.5 -0.3 -0.2
H -0.2 -0.6 0.2
H -0.1 -0.1 0.1
C 1.0 1.1 -0.6
O -0.5 0.1 -0.1
H 0.3 -0.2 0.2
H -0.1 -0.2 0.3
H 0.2 0.0 -0.3
H -0.7 -0.5 0.3
C -0.4 -0.3 -0.1
O -0.2 0.4 0.3
H 0.0 0.0 0.1
H 0.4 0.0 -0.2
H 0.1 0.1 0.4
H 0.0 -0.1 0.1

Computed properties:
HOMO energy (alpha / beta)   -7.8508 / -7.2148 eV
2S+1   2
Energy above the lowest of the compared OMol25 structures with the same formula, charge and spin   282.6 kJ/mol
<S²>   0.764
E   -38354.8448 eV
Gap between HOMO and LUMO (alpha / beta)   8.0524 / 5.6713 eV


ORCA calculation (ωB97M-V/def2-TZVPD) on a cluster of 5 separate species, C11H29BrNO7P in total.

Last column: natural (NBO) charge in e.
CARTESIAN COORDINATES (ANGSTROEM)
C -1.439008 -0.260800 4.152585  -0.612
C -0.985363 1.025850 3.473561  -0.443
C 0.460882 1.134913 2.996022  -0.218
Br 1.750489 0.340829 4.224598  -0.020
C 0.802426 0.580626 1.623500  0.071
C 0.625779 -0.920728 1.316132  -0.449
C 0.023164 -0.934714 -0.111457  -0.321
N 0.624392 -1.830132 -1.076519  -0.814
P -1.757226 -1.391560 0.034066  1.526
O -2.578705 -0.696515 1.047145  -1.078
C 0.076393 0.535020 -0.515127  0.787
O 0.133538 1.000337 -1.607468  -0.542
O 0.021728 1.285333 0.621934  -0.508
H -1.550807 -1.076600 3.443748  0.211
H -2.423858 -0.101948 4.590987  0.220
H -0.763930 -0.562535 4.953850  0.210
H -1.606640 1.193169 2.590987  0.252
H -1.162168 1.861997 4.153047  0.212
H 0.730377 2.187514 2.971113  0.234
H 1.844381 0.834998 1.415368  0.193
H 1.606068 -1.396848 1.322320  0.229
H -0.005075 -1.437920 2.039918  0.235
H 1.458084 -2.245290 -0.678940  0.366
H 0.028379 -2.619535 -1.306376  0.384
H -1.599785 -2.773382 0.237288  -0.062
H -2.201202 -1.265259 -1.294785  -0.073
C 1.124551 4.383903 -2.397672  -0.247
O 1.076187 3.346764 -3.367086  -0.736
H 1.827542 5.132191 -2.758831  0.176
H 0.155598 4.864857 -2.254573  0.172
H 1.480253 4.009814 -1.431789  0.153
H 0.460870 2.682591 -3.038593  0.480
C 0.591447 -5.025444 0.654860  -0.251
O -0.257948 -4.720517 -0.437120  -0.762
H 0.467521 -4.236274 1.396673  0.177
H 0.330391 -5.976886 1.124711  0.172
H 1.644589 -5.057529 0.356348  0.160
H -0.152995 -5.407830 -1.111607  0.502
C 1.416775 -4.922358 -3.558329  -0.250
O 0.711340 -5.925051 -2.828422  -0.746
H 0.777935 -4.043081 -3.584166  0.194
H 2.358315 -4.655999 -3.073118  0.168
H 1.615299 -5.242792 -4.582258  0.175
H 1.248549 -6.722013 -2.797208  0.474
C -1.681635 7.732646 -1.374105  -0.247
O -0.576644 6.976288 -0.901211  -0.721
H -1.351117 8.237903 -2.278835  0.184
H -2.535220 7.096784 -1.624121  0.162
H -2.000435 8.488278 -0.651014  0.161
H -0.843481 6.516935 -0.100030  0.463

Force components x, y, z for each atom (eV/Å):
C 0.0 0.0 0.0
C 0.0 -0.1 0.0
C -0.2 0.0 -0.2
Br 0.1 0.0 0.1
C -0.1 -0.1 -0.2
C -0.1 0.2 0.0
C 0.0 0.0 0.2
N 0.1 0.0 0.0
P -0.1 0.0 0.1
O 0.1 0.1 0.0
C 0.0 0.2 0.4
O -0.3 0.1 -0.2
O 0.4 -0.1 -0.1
H 0.0 -0.1 0.0
H 0.0 0.0 0.0
H 0.0 0.0 0.0
H 0.0 0.1 0.0
H 0.0 0.0 0.0
H 0.1 0.0 0.0
H 0.0 0.1 0.1
H -0.1 -0.1 0.0
H 0.0 0.1 0.0
H 0.1 0.0 -0.1
H 0.0 0.0 0.1
H -0.1 -0.1 -0.1
H 0.0 -0.1 -0.1
C 0.0 -0.1 -0.1
O -0.1 0.1 0.0
H 0.0 0.0 0.0
H 0.0 0.0 0.0
H 0.0 0.0 0.0
H 0.1 -0.1 0.0
C 0.0 0.0 0.0
O -0.1 -0.1 0.1
H 0.0 0.0 0.0
H 0.0 0.0 0.0
H 0.0 0.0 0.0
H 0.1 0.2 -0.1
C 0.0 0.0 0.0
O 0.0 -0.2 0.1
H 0.0 0.0 0.0
H 0.0 0.0 0.0
H 0.0 0.0 0.0
H 0.0 0.0 -0.1
C 0.0 0.0 0.0
O -0.1 0.0 0.1
H 0.0 0.0 0.0
H 0.0 0.0 0.0
H 0.0 0.0 0.0
H 0.0 0.0 0.0

Computed properties:
HOMO energy   -9.4011 eV
E   -107030.0705 eV
Gap between HOMO and LUMO   9.6965 eV


Q: Which of these has the lowest E?
A: C11H29BrNO7P


Q: What is the formula in the second record?
A: C11H29BrNO7P


Q: Which of these has the highest E?
A: C11H29AgF3O7


Q: Look up the E of the first one.
A: -38354.8448 eV